--- one ---
{"formula": "C3H8OS2", "method": "ωB97M-V/def2-TZVPD", "orbital_gap_ev": 5.829, "homo_ha": -0.3525, "spin_multiplicity": 1, "species": ["C", "C", "O", "C", "S", "S", "H", "H", "H", "H", "H", "H", "H", "H"], "xyz": [[-0.549, -0.319, -0.684], [-1.289, 0.886, -0.012], [-2.679, 0.870, -0.301], [0.765, -0.375, 0.142], [1.823, -1.723, -0.363], [3.461, -0.417, 2.317], [-0.250, -0.115, -1.732], [-1.190, -1.234, -0.681], [-1.140, 0.750, 1.058], [-0.712, 1.782, -0.305], [-2.778, 1.265, -1.171], [0.654, -0.372, 1.219], [1.244, 0.570, -0.192], [2.640, -1.567, 0.703]], "mulliken_charge": [-0.521, -0.608, -0.508, -0.715, -0.002, -0.077, 0.331, 0.331, 0.336, 0.324, 0.309, 0.487, 0.383, -0.070]}



--- two ---
{"formula": "C3H8OS2", "method": "ωB97M-V/def2-TZVPD", "orbital_gap_ev": 7.866, "homo_ha": -0.2736, "spin_multiplicity": 1, "species": ["C", "C", "C", "O", "S", "S", "H", "H", "H", "H", "H", "H", "H", "H"], "xyz": [[-0.177, -1.618, 0.813], [1.978, 0.715, -1.340], [-2.343, 0.008, 0.230], [-0.215, -0.866, 1.955], [1.123, 1.809, -0.029], [-1.683, -1.274, 1.373], [0.160, -2.714, 1.021], [1.491, 1.186, -2.224], [1.831, -0.312, -1.351], [2.989, 0.980, -1.281], [-2.374, -0.400, -0.824], [-3.333, 0.278, 0.481], [-1.582, 0.700, 0.343], [2.134, 1.507, 0.832]], "mulliken_charge": [-0.281, -0.797, -0.517, -0.171, -0.213, 0.191, 0.143, 0.222, 0.304, 0.338, 0.278, 0.346, 0.035, 0.121]}



It is one that is most stable; the runner-up trails by 0.0362 hartree.



--- one ---
{"formula": "C6H7NSe", "method": "ωB97M-V/def2-TZVPD", "orbital_gap_ev": 6.353, "homo_ha": -0.3146, "spin_multiplicity": 1, "species": ["C", "C", "C", "C", "C", "C", "N", "Se", "H", "H", "H", "H", "H", "H", "H"], "xyz": [[1.485, -2.213, -0.133], [-1.003, 0.050, -0.839], [-0.753, 1.335, -0.795], [-0.613, -0.854, 0.355], [-0.058, 1.941, 0.376], [0.768, -1.211, 0.506], [2.140, -3.090, -0.578], [1.891, 1.430, 0.059], [-1.487, -0.470, -1.774], [-0.870, 1.992, -1.638], [-1.149, -0.535, 1.251], [-1.099, -1.753, 0.044], [-0.205, 3.072, 0.291], [-0.218, 1.657, 1.415], [1.172, -1.352, 1.462]], "mulliken_charge": [0.237, 0.001, -0.231, -0.730, -0.916, -0.365, -0.425, -0.016, 0.260, 0.323, 0.415, 0.365, 0.358, 0.329, 0.395]}



--- two ---
{"formula": "C6H7NSe", "method": "ωB97M-V/def2-TZVPD", "orbital_gap_ev": 8.384, "homo_ha": -0.2879, "spin_multiplicity": 1, "species": ["C", "C", "C", "C", "C", "C", "N", "Se", "H", "H", "H", "H", "H", "H", "H"], "xyz": [[-1.624, 1.703, -0.012], [-0.213, 1.619, -0.032], [-2.448, 0.609, 0.016], [-0.773, -0.976, 0.128], [0.511, 0.457, 0.021], [2.466, -1.614, -0.122], [-1.948, -0.629, 0.066], [2.323, 0.317, 0.133], [-1.957, 2.741, -0.012], [0.180, 2.624, -0.193], [-3.554, 0.806, 0.246], [-0.398, -2.036, 0.229], [1.541, -1.738, -0.583], [3.307, -1.731, -0.690], [2.587, -2.151, 0.804]], "mulliken_charge": [-0.299, -0.326, -0.277, 0.077, -0.019, -0.841, -0.440, 0.124, 0.303, 0.286, 0.259, 0.336, 0.209, 0.345, 0.263]}



It is two that is most stable; the runner-up trails by 0.0346 hartree.



--- one ---
{"formula": "C5H11NO", "method": "ωB97M-V/def2-TZVPD", "total_charge": -1, "orbital_gap_ev": [2.725, 6.638], "homo_ha": [0.0441, -0.1037], "spin_multiplicity": 2, "species": ["O", "C", "C", "C", "C", "C", "N", "H", "H", "H", "H", "H", "H", "H", "H", "H", "H", "H"], "xyz": [[1.798, 2.404, -0.780], [0.922, 1.992, -0.070], [-0.165, 0.933, -0.395], [0.346, -0.538, -0.357], [-0.838, -1.487, -0.790], [1.095, -0.931, 1.015], [-1.372, 1.265, 0.498], [0.920, 2.292, 1.004], [-0.438, 1.215, -1.423], [1.219, -0.617, -1.026], [-1.689, -1.605, -0.057], [-0.377, -2.451, -1.051], [-1.250, -1.057, -1.752], [1.603, -0.133, 1.463], [0.352, -1.396, 1.820], [1.753, -1.778, 0.713], [-2.283, 1.368, 0.011], [-1.597, 0.525, 1.177]], "mulliken_charge": [-0.670, -0.820, -0.012, 0.313, -1.240, -1.425, -0.807, 0.415, 0.413, 0.289, 0.237, 0.410, 0.289, 0.547, 0.191, 0.345, 0.264, 0.260]}



--- two ---
{"formula": "C5H11NO", "method": "ωB97M-V/def2-TZVPD", "total_charge": -1, "orbital_gap_ev": [4.395, 6.753], "homo_ha": [-0.0122, -0.1008], "spin_multiplicity": 2, "species": ["N", "C", "C", "C", "C", "C", "H", "H", "H", "H", "H", "H", "H", "H", "H", "H", "H", "O"], "xyz": [[-0.557, -2.226, 2.302], [-1.173, -0.920, 1.979], [1.858, 0.317, -1.117], [0.665, -0.333, -1.299], [-0.401, -0.653, -0.396], [-0.366, -0.194, 0.933], [0.188, -2.488, 1.675], [-0.200, -2.236, 3.246], [-1.157, -0.326, 2.913], [-2.257, -1.099, 1.914], [2.582, 0.224, -1.923], [2.180, 0.844, -0.230], [0.475, -0.634, -2.336], [-1.179, -1.327, -0.739], [0.171, 0.737, 1.078], [0.200, 3.321, -2.006], [-0.783, 3.198, -3.272], [-0.248, 3.793, -2.722]], "mulliken_charge": [-0.717, -0.572, -1.057, -0.112, -0.257, -0.589, 0.284, 0.216, 0.235, 0.247, 0.204, 0.279, 0.255, 0.319, 0.310, 0.358, 0.316, -0.720]}



--- three ---
{"formula": "C5H11NO", "method": "ωB97M-V/def2-TZVPD", "total_charge": -1, "orbital_gap_ev": [3.016, 5.088], "homo_ha": [0.0165, -0.0606], "spin_multiplicity": 2, "species": ["C", "N", "C", "C", "C", "C", "H", "H", "H", "H", "H", "H", "H", "H", "H", "H", "H", "O"], "xyz": [[-1.966, -1.490, 1.495], [-2.017, -0.291, 0.683], [-0.913, 0.570, 0.420], [0.313, 0.143, 0.964], [1.596, 0.786, 1.028], [2.758, 0.078, 1.320], [-2.988, -1.882, 1.495], [-1.434, -2.289, 0.931], [-1.511, -1.343, 2.473], [-2.900, -0.275, 0.225], [-1.031, 1.481, -0.144], [0.465, -0.937, 0.999], [1.678, 1.873, 0.960], [3.658, 0.579, 1.666], [2.894, -0.876, 0.809], [1.216, 0.772, -4.970], [0.514, 0.532, -3.633], [0.399, 0.394, -4.597]], "mulliken_charge": [-0.990, -0.195, -0.470, -0.270, -0.542, -0.913, 0.318, 0.267, 0.295, 0.195, 0.398, 0.145, 0.379, 0.272, 0.134, 0.316, 0.357, -0.696]}



It is two that is most stable; the runner-up trails by 0.0083 hartree.



--- one ---
{"formula": "C7H12S", "method": "ωB97M-V/def2-TZVPD", "orbital_gap_ev": 8.452, "homo_ha": -0.3071, "spin_multiplicity": 1, "species": ["C", "C", "C", "C", "C", "C", "C", "H", "H", "H", "H", "H", "H", "H", "H", "H", "H", "H", "H", "S"], "xyz": [[0.808, -2.134, 0.108], [-0.150, -1.119, 0.786], [-1.602, -1.071, -0.017], [-1.412, -0.269, -1.301], [-0.528, 0.750, -0.855], [-1.221, 1.720, 0.094], [0.540, 0.176, 0.237], [1.782, -1.771, 0.495], [0.528, -3.082, 0.346], [0.589, -1.966, -0.987], [-0.628, -1.337, 1.859], [-2.173, -1.984, -0.186], [-2.308, -0.475, 0.536], [-2.260, 0.373, -1.909], [-1.084, -1.033, -1.957], [-0.069, 1.359, -1.691], [-2.479, 1.706, -0.353], [-0.287, 2.593, -0.107], [-1.134, 1.618, 1.520], [1.932, 0.980, 0.508]], "mulliken_charge": [-1.293, 0.469, -0.934, -1.238, 0.418, -0.822, -0.393, 0.372, 0.441, 0.244, 0.269, 0.492, 0.385, 0.275, 0.400, 0.411, 0.235, 0.293, 0.184, -0.207]}



--- two ---
{"formula": "C7H12S", "method": "ωB97M-V/def2-TZVPD", "smiles": "C[C@H]1C=CC[C@]1(C)S", "orbital_gap_ev": 9.556, "homo_ha": -0.3190, "spin_multiplicity": 1, "species": ["C", "C", "C", "C", "C", "C", "C", "S", "H", "H", "H", "H", "H", "H", "H", "H", "H", "H", "H", "H"], "xyz": [[0.893, -0.063, -2.040], [0.730, -0.585, -0.636], [1.667, -0.162, 0.366], [1.145, 0.186, 1.556], [-0.351, -0.053, 1.798], [-0.832, -0.209, 0.322], [-1.556, 1.115, -0.212], [-2.042, -1.623, 0.143], [0.750, 1.074, -2.101], [0.177, -0.632, -2.777], [1.936, -0.053, -2.372], [0.568, -1.614, -0.564], [2.747, 0.153, 0.229], [1.638, 0.548, 2.456], [-0.439, -0.888, 2.436], [-0.633, 0.849, 2.256], [-1.793, 1.208, -1.311], [-0.861, 2.043, -0.131], [-2.521, 1.338, 0.297], [-1.223, -2.630, 0.287]], "mulliken_charge": [-1.306, 0.379, -0.484, -0.458, -0.814, 0.542, -1.519, -0.222, 0.272, 0.246, 0.434, 0.305, 0.271, 0.417, 0.372, 0.356, 0.361, 0.315, 0.405, 0.129]}



--- three ---
{"formula": "C7H12S", "method": "ωB97M-V/def2-TZVPD", "smiles": "C[C@@H]1CC[C@H]2[C@@H](S)[C@@H]21", "orbital_gap_ev": 9.742, "homo_ha": -0.3231, "spin_multiplicity": 1, "species": ["C", "C", "C", "C", "C", "C", "S", "C", "H", "H", "H", "H", "H", "H", "H", "H", "H", "H", "H", "H"], "xyz": [[1.008, 2.244, 1.258], [-0.015, 1.750, 0.228], [-1.455, 1.468, 0.860], [-1.718, -0.095, 0.795], [-0.285, -0.563, 0.681], [0.821, -0.988, -0.253], [0.754, -2.174, -1.598], [0.213, 0.377, -0.391], [0.686, 3.201, 1.715], [1.989, 2.410, 0.791], [1.161, 1.500, 2.067], [-0.087, 2.492, -0.564], [-2.230, 2.035, 0.334], [-1.488, 1.770, 1.909], [-2.232, -0.440, 1.693], [-2.330, -0.362, -0.089], [0.200, -0.328, 1.651], [1.763, -1.133, 0.263], [-0.440, -1.810, -2.024], [-0.458, 0.296, -1.237]], "mulliken_charge": [-1.466, 0.091, -0.729, -0.749, -0.088, 0.130, -0.228, -0.295, 0.406, 0.342, 0.277, 0.425, 0.303, 0.367, 0.325, 0.243, 0.085, 0.287, 0.093, 0.180]}



It is two that is most stable; the runner-up trails by 0.0215 hartree.



--- one ---
{"formula": "C8H11N2S", "method": "ωB97M-V/def2-TZVPD", "total_charge": 1, "orbital_gap_ev": [5.059, 7.189], "homo_ha": [-0.3496, -0.5046], "spin_multiplicity": 3, "species": ["C", "C", "C", "C", "C", "C", "C", "C", "N", "N", "S", "H", "H", "H", "H", "H", "H", "H", "H", "H", "H", "H"], "xyz": [[-0.538, -2.873, -1.320], [-0.903, -1.642, -0.788], [0.154, -2.762, -2.511], [0.771, 1.484, 2.249], [0.485, 0.670, 1.214], [-0.624, 0.833, -0.955], [1.587, 0.961, 3.442], [-1.328, 1.930, -1.819], [-0.228, 1.193, 0.191], [-0.481, -0.574, -1.509], [0.378, -1.125, -2.892], [-0.734, -3.818, -0.854], [-1.412, -1.509, 0.045], [0.570, -3.587, -3.087], [0.440, 2.439, 2.161], [0.866, -0.314, 1.258], [2.325, 1.633, 3.709], [0.935, 0.702, 4.227], [2.104, 0.095, 3.141], [-0.895, 1.952, -2.799], [-2.290, 1.490, -1.891], [-1.181, 2.820, -1.211]], "mulliken_charge": [-0.734, -0.208, -0.081, -0.254, -0.062, 0.332, -1.194, -1.035, -0.321, 0.061, 0.098, 0.371, 0.656, 0.401, 0.521, 0.370, 0.384, 0.333, 0.369, 0.357, 0.301, 0.337]}



--- two ---
{"formula": "C8H11N2S", "method": "ωB97M-V/def2-TZVPD", "total_charge": 1, "orbital_gap_ev": [6.059, 5.792], "homo_ha": [-0.3689, -0.4992], "spin_multiplicity": 3, "species": ["C", "C", "C", "C", "C", "C", "C", "C", "N", "N", "S", "H", "H", "H", "H", "H", "H", "H", "H", "H", "H", "H"], "xyz": [[-3.239, 1.715, 0.484], [-1.985, 1.115, 0.593], [-4.116, 0.907, -0.159], [-0.745, -2.084, 0.216], [1.455, -0.301, -0.675], [-0.715, -0.777, 0.016], [3.842, -0.202, 0.153], [2.678, 0.547, -0.544], [0.433, 0.069, -0.111], [-1.908, -0.050, -0.016], [-3.497, -0.589, -0.732], [-3.708, 2.543, 0.976], [-1.123, 1.391, 1.140], [-5.136, 1.120, -0.457], [-1.743, -2.667, 0.293], [0.146, -2.747, 0.205], [1.478, -1.305, -1.142], [4.196, -1.117, -0.292], [3.586, -0.182, 1.183], [4.808, 0.245, 0.154], [2.326, 1.406, 0.213], [2.964, 0.963, -1.496]], "mulliken_charge": [-0.798, 0.039, -0.145, -1.077, -0.098, 0.916, -1.241, -0.364, -0.139, -0.030, 0.028, 0.343, 0.491, 0.410, 0.308, 0.355, 0.404, 0.353, 0.358, 0.364, 0.185, 0.338]}



It is one that is most stable; the runner-up trails by 0.0132 hartree.



--- one ---
{"formula": "C7H13N", "method": "ωB97M-V/def2-TZVPD", "smiles": "C=CCC(=C)CCN", "orbital_gap_ev": 10.467, "homo_ha": -0.3480, "spin_multiplicity": 1, "species": ["C", "C", "C", "C", "C", "C", "C", "N", "H", "H", "H", "H", "H", "H", "H", "H", "H", "H", "H", "H", "H"], "xyz": [[-2.078, 0.378, -1.996], [-1.771, 0.424, -0.713], [-0.755, 1.315, -0.057], [0.015, 0.649, 1.084], [-0.430, 0.769, 2.328], [1.269, -0.160, 0.823], [1.117, -0.969, -0.477], [2.146, -2.048, -0.639], [-1.570, 1.030, -2.699], [-2.734, -0.385, -2.391], [-2.165, -0.349, -0.055], [-1.306, 2.103, 0.466], [-0.143, 1.795, -0.817], [0.060, 0.465, 3.243], [-1.360, 1.289, 2.552], [2.086, 0.554, 0.694], [1.546, -0.782, 1.671], [0.159, -1.482, -0.413], [1.158, -0.289, -1.326], [3.024, -1.573, -0.483], [2.161, -2.245, -1.637]], "mulliken_charge": [-0.759, -0.108, -0.923, 0.680, -1.180, -0.609, -0.363, -0.714, 0.266, 0.263, 0.364, 0.397, 0.395, 0.315, 0.278, 0.308, 0.346, 0.244, 0.291, 0.243, 0.268]}



--- two ---
{"formula": "C7H13N", "method": "ωB97M-V/def2-TZVPD", "orbital_gap_ev": 10.197, "homo_ha": -0.3438, "spin_multiplicity": 1, "species": ["C", "C", "C", "C", "C", "C", "C", "N", "H", "H", "H", "H", "H", "H", "H", "H", "H", "H", "H", "H", "H"], "xyz": [[-0.293, 1.647, -0.383], [0.766, 0.846, -0.976], [-0.071, -0.320, -0.364], [2.166, 1.146, -0.299], [1.002, 0.863, -2.494], [-3.288, -1.294, 1.251], [-0.170, -1.601, -0.320], [-0.966, 0.663, 0.104], [-0.687, 2.639, -0.192], [2.851, 0.589, -0.971], [2.400, 1.000, 0.736], [2.330, 2.170, -0.484], [1.047, -0.220, -2.921], [1.944, 1.280, -2.823], [0.135, 1.460, -2.979], [-2.367, -0.914, 1.522], [-3.718, -0.534, 0.552], [-3.138, -2.102, 0.479], [-4.003, -1.450, 2.146], [0.568, -2.187, -0.766], [-1.158, -1.900, -0.168]], "mulliken_charge": [-0.917, 1.887, 0.233, -1.638, -1.291, -0.933, -0.937, -0.368, 0.394, 0.360, 0.382, 0.439, 0.267, 0.385, 0.330, 0.222, 0.266, 0.210, 0.254, 0.356, 0.097]}



It is one that is most stable; the runner-up trails by 0.0719 hartree.